299
Properties=species:S:1:pos:R:3:forces:R:3:lowdin_charge:R:1 method="wB97M-V/def2-TZVPD" gap_ev=9.52 fmax_ha_per_bohr=0.06434 charge=0 total_energy_ev=-163659.7479 homo_energy_ev=-8.97 e_lumo_ev=0.6
C -4.619 1.478 -4.430 -0.0921 -0.3553 1.4022 -0.0970
O -3.226 1.325 -4.308 0.5640 0.9884 -0.8858 -0.1690
C -2.780 0.063 -3.900 -0.3581 0.2221 0.9136 -0.2018
C -1.300 0.045 -3.574 -0.2244 -0.0488 -0.1836 -0.1963
O -0.600 -0.140 -4.766 1.5720 -0.6416 -1.4935 -0.1243
C 0.834 -0.030 -4.719 -0.0133 0.8101 -0.4970 -0.1455
C 1.597 -0.355 -6.047 -2.1842 -0.5420 1.2288 -0.1797
O 1.444 -1.752 -6.245 0.7115 0.4609 -0.0201 -0.1913
C 2.280 -2.157 -7.294 -0.0883 -1.0514 -0.1564 -0.1149
H -5.058 0.653 -4.992 -0.2039 0.2162 -0.3349 0.0951
H -4.931 2.478 -4.730 0.6170 -0.1203 -0.8655 0.0867
H -5.037 1.470 -3.423 -0.3436 -0.5558 0.3760 0.0606
H -3.015 -0.732 -4.607 0.1527 -0.0168 -0.5161 0.1308
H -3.307 -0.240 -2.995 -0.1689 0.0356 0.3558 0.0987
H -1.212 -0.803 -2.895 0.5230 -0.3386 0.2036 0.1125
H -0.907 0.925 -3.066 -0.4534 0.3308 0.2500 0.1221
H 1.277 -0.627 -3.921 -0.1349 -0.4611 0.0998 0.0994
H 1.093 0.999 -4.472 -0.0250 0.3995 0.1232 0.1190
H 2.639 -0.049 -5.950 0.1630 -0.1001 0.2157 0.1001
H 1.183 0.156 -6.916 -0.2104 0.3429 0.0200 0.1276
H 2.250 -3.246 -7.341 -0.0194 -0.0374 0.0873 0.0921
H 3.318 -1.874 -7.117 0.1471 0.2039 -0.0593 0.0799
H 1.935 -1.800 -8.265 0.0200 0.3543 -0.1145 0.0893
C 2.504 5.323 1.659 -0.2633 1.5878 0.1371 -0.0678
O 1.274 4.642 1.999 1.7544 -0.7219 -0.7375 -0.1901
C 0.096 5.378 2.184 0.4163 0.3231 0.0577 -0.2017
C -0.352 6.238 1.008 0.7682 2.0936 -0.3134 -0.0991
O 0.496 7.491 0.878 0.1590 -1.8101 -0.0961 -0.1669
C 0.388 8.257 -0.341 -1.1964 -0.8617 0.2673 -0.1563
C 0.877 7.623 -1.654 0.2606 -0.1716 1.0766 -0.1877
O 2.278 7.546 -1.513 -0.3053 1.3787 1.4249 -0.1685
C 2.979 7.183 -2.613 0.3613 -1.2420 -1.9487 -0.1512
H 2.983 5.855 2.481 -0.4825 -0.0668 0.8331 0.0824
H 2.329 6.140 0.959 -0.1842 -0.2954 -0.3378 0.0675
H 3.352 4.746 1.291 -0.8296 -1.0649 -0.2239 0.0816
H 0.164 5.913 3.131 0.0412 0.7162 -0.0690 0.1141
H -0.645 4.607 2.399 -0.3406 -0.0200 -0.3960 0.1141
H -1.360 6.630 1.141 -0.2500 -0.2381 0.3598 0.1090
H -0.369 5.662 0.083 0.3699 -0.1035 -0.0820 0.1157
H 0.972 9.164 -0.185 -0.0812 -0.0712 0.1604 0.1302
H -0.678 8.479 -0.386 -0.1214 0.4793 -0.6150 0.0980
H 0.559 8.185 -2.532 0.0884 0.6094 0.0371 0.1259
H 0.474 6.627 -1.834 -0.1223 -0.3964 0.2100 0.1167
H 3.250 7.886 -3.401 -0.1998 1.3406 0.3929 0.0833
H 2.312 6.543 -3.191 0.4692 -1.1046 -0.2014 0.0802
H 3.936 6.750 -2.323 -0.2544 -0.5189 0.0847 0.0930
C -3.456 7.720 -3.241 -0.6778 -1.6786 0.7508 -0.0420
O -3.607 6.476 -2.457 -0.2173 1.5744 0.5565 -0.1912
C -3.432 6.703 -1.058 1.1980 0.5625 0.9681 -0.2030
C -4.013 7.956 -0.320 -0.2080 -1.0323 -1.3865 -0.1826
O -3.172 9.065 -0.544 0.0064 0.8990 -0.3150 -0.1636
C -3.433 10.215 0.257 -0.8036 -0.0736 0.7140 -0.1715
C -4.711 11.075 -0.050 1.0466 -1.2581 -0.4681 -0.1727
O -5.988 10.491 0.173 0.5957 0.2042 -0.5357 -0.1873
C -6.344 10.112 1.476 -0.3108 -0.3147 0.0590 -0.1133
H -3.661 7.387 -4.258 0.2960 0.2714 -0.0047 0.0888
H -2.464 8.147 -3.097 -0.0057 0.0154 -0.1155 0.0823
H -4.236 8.415 -2.928 0.1719 0.1883 -0.0773 0.0804
H -2.374 6.786 -0.810 0.5888 0.1717 -0.5102 0.0839
H -3.654 5.802 -0.486 -0.8475 -0.1346 -0.3976 0.0985
H -4.039 7.759 0.751 -0.2327 -0.2626 0.1390 0.1200
H -5.008 8.110 -0.739 -0.3489 0.3514 0.3886 0.1269
H -2.571 10.878 0.183 0.0173 -0.0099 -0.4065 0.1239
H -3.439 9.915 1.305 -0.1271 -0.2297 0.3270 0.1120
H -4.615 11.240 -1.123 -0.5335 0.1997 -0.1062 0.1233
H -4.577 12.036 0.445 -0.1792 0.1011 0.3312 0.1190
H -7.371 9.752 1.418 -0.0741 0.1972 -0.0667 0.0906
H -6.312 10.934 2.191 0.1849 0.1528 0.0654 0.0895
H -5.782 9.256 1.850 0.4242 0.0634 0.0762 0.0731
C 0.922 -3.135 2.141 -0.8822 -0.4266 -1.3694 -0.0883
O -0.456 -3.309 2.456 0.2433 0.1314 1.1029 -0.1944
C -0.655 -3.916 3.729 -1.9568 -0.2365 -0.1594 -0.1722
C -2.207 -3.749 4.058 0.5285 -0.6684 -0.1119 -0.1291
O -2.824 -4.805 4.830 0.7772 0.6191 -0.6210 -0.1537
C -2.693 -4.689 6.221 0.6969 -0.0962 0.3809 -0.2272
C -3.097 -5.972 6.910 -0.0366 -0.7087 -0.9332 -0.1597
O -2.148 -7.063 6.824 -1.1064 0.5757 1.8834 -0.1608
C -1.801 -7.464 5.564 1.6812 0.2452 -2.2069 -0.1590
H 1.470 -2.491 2.828 -0.0302 -0.0940 0.0760 0.0807
H 0.894 -2.719 1.133 0.2304 0.5892 0.1928 0.0836
H 1.375 -4.110 1.963 0.3968 -0.2139 0.6526 0.0760
H -0.037 -3.478 4.513 0.1376 0.2347 -0.0176 0.1168
H -0.454 -4.987 3.690 0.1969 -0.1924 -0.0826 0.1122
H -2.779 -3.785 3.131 0.3738 0.1615 -0.2070 0.1230
H -2.354 -2.768 4.508 -0.1644 -0.0101 0.2560 0.0952
H -3.276 -3.840 6.577 -0.3491 0.0479 0.2130 0.1256
H -1.671 -4.505 6.553 0.4724 0.2017 -0.2718 0.1315
H -4.008 -6.326 6.427 -0.3868 0.0178 0.1569 0.1257
H -3.281 -5.737 7.958 0.1603 -0.4010 0.0197 0.1271
H -2.554 -7.598 4.787 -0.7749 0.3482 0.3857 0.0947
H -1.218 -8.381 5.485 -0.1852 -0.3793 1.1120 0.0880
H -1.083 -6.742 5.176 -0.0234 0.2862 -0.5110 0.0692
C -3.302 -2.933 -0.952 -0.0994 0.2253 0.1316 -0.0677
O -4.117 -1.775 -1.115 -0.2149 -0.4256 -0.4681 -0.1796
C -4.371 -0.974 0.032 0.4885 0.1554 0.0162 -0.2016
C -5.028 0.296 -0.440 -1.4153 -1.0392 0.5706 -0.1365
O -6.445 0.098 -0.795 0.1519 0.7043 -0.5611 -0.1680
C -7.426 -0.687 -0.034 2.6235 1.0147 1.0308 -0.1149
C -7.494 -0.316 1.504 -0.3207 -0.8994 -0.7279 -0.1415
O -6.668 -1.173 2.370 -1.0910 1.7986 -1.0927 -0.2220
C -7.310 -2.403 2.507 0.3110 -1.2098 -0.4325 -0.1294
H -3.788 -3.675 -0.318 0.1855 0.1158 0.5703 0.0899
H -2.296 -2.654 -0.637 0.0153 -0.0452 0.6190 0.0900
H -3.131 -3.481 -1.879 -0.4426 0.5838 -0.4809 0.0568
H -3.430 -0.660 0.484 0.2697 -0.2115 0.2139 0.1004
H -4.986 -1.436 0.804 0.0843 -0.4931 -0.0866 0.1050
H -4.386 0.590 -1.271 -0.9757 0.1670 -0.7368 0.0887
H -4.949 1.120 0.269 -0.0460 -0.1867 0.4751 0.1124
H -7.109 -1.724 -0.144 -0.3818 -0.2282 0.1347 0.1070
H -8.384 -0.519 -0.526 0.2000 0.1243 0.0187 0.1207
H -8.537 -0.420 1.803 -0.2249 -0.5054 0.1499 0.1054
H -7.367 0.750 1.691 1.0003 -0.0679 -0.0939 0.1188
H -7.309 -2.991 1.589 0.1773 0.0524 -0.4976 0.0793
H -8.374 -2.324 2.730 0.0170 0.1581 0.7307 0.0901
H -6.719 -3.019 3.185 -0.3657 0.2147 0.4600 0.0960
C -12.321 6.359 -0.414 0.8502 -1.3235 -1.5748 -0.0448
O -11.522 5.539 -1.390 -1.5626 1.0985 2.0534 -0.1830
C -12.431 4.686 -2.047 1.0305 -0.6492 -0.6575 -0.2195
C -11.621 3.739 -2.990 0.3950 0.8650 0.1675 -0.1759
O -10.260 3.934 -2.705 0.9815 -0.9208 0.1153 -0.1337
C -9.436 2.856 -3.135 -0.0030 0.9810 -1.5608 -0.1809
C -7.976 3.241 -3.146 0.8764 0.9430 2.1893 -0.1856
O -7.740 4.267 -2.161 0.6327 -0.6344 -0.0860 -0.1688
C -6.348 4.353 -1.873 -0.4389 0.4051 -0.0647 -0.1029
H -12.932 5.680 0.180 0.0618 -0.0057 0.2109 0.0759
H -12.993 6.985 -1.001 0.0236 0.3006 0.1215 0.0768
H -11.654 6.941 0.223 0.0580 -0.1347 -0.3118 0.0829
H -13.154 5.310 -2.572 -0.2822 -0.2499 -0.2838 0.1157
H -12.940 3.965 -1.408 -0.3457 0.5083 0.7446 0.1116
H -11.783 3.991 -4.038 -0.2831 -0.2426 -0.2403 0.1208
H -11.865 2.698 -2.777 -0.3754 -0.1137 -0.2164 0.1153
H -9.542 2.729 -4.213 -0.9612 -0.5532 -0.3283 0.1185
H -9.610 1.888 -2.666 -0.2849 0.1798 0.5206 0.1241
H -7.591 3.589 -4.105 -0.2543 0.0915 -0.2556 0.1225
H -7.378 2.387 -2.828 0.0559 -0.4144 -0.2773 0.1041
H -5.924 3.434 -1.469 -0.1548 -0.4298 0.0164 0.0733
H -6.205 5.125 -1.117 -0.1148 0.1203 -0.1162 0.0828
H -5.783 4.620 -2.766 0.1645 0.1148 -0.1080 0.0832
C 3.482 3.545 -2.120 -0.5536 -0.2714 0.1021 -0.1091
O 4.819 3.948 -1.948 -0.5345 -0.3329 1.2129 -0.1662
C 5.724 3.712 -2.991 -0.2556 0.4238 -0.7666 -0.1897
C 5.482 2.496 -3.890 -0.0989 0.4177 0.1291 -0.2173
O 5.404 1.304 -3.199 0.5438 -2.2325 1.2540 -0.1730
C 6.585 0.474 -3.068 0.1848 0.5711 0.3222 -0.1487
C 6.702 -0.547 -4.208 -0.0873 1.6097 1.2829 -0.1904
O 5.812 -1.577 -3.823 -0.0051 -0.0024 -0.7287 -0.1703
C 4.407 -1.343 -3.960 0.0895 -0.8978 -0.6314 -0.0719
H 3.381 2.459 -2.139 0.1598 -0.1868 -0.5365 0.0687
H 2.974 4.020 -2.960 0.2331 -0.1100 -0.5230 0.0866
H 2.837 3.815 -1.284 0.6346 0.5057 0.4872 0.0807
H 6.723 3.717 -2.556 -0.0084 -0.2634 0.1260 0.1262
H 5.662 4.606 -3.611 0.2576 0.0954 -0.6350 0.1190
H 6.259 2.451 -4.653 0.1028 0.2361 -0.2576 0.1274
H 4.502 2.527 -4.364 0.0683 0.6474 -0.3438 0.1231
H 6.490 -0.162 -2.188 -0.4191 0.3592 0.2751 0.1212
H 7.443 1.112 -2.857 0.3118 0.1070 -0.4586 0.1233
H 7.717 -0.917 -4.354 -0.0901 -0.5221 0.5910 0.1244
H 6.573 0.060 -5.104 -1.1074 -0.5757 -0.7309 0.1176
H 3.958 -2.312 -3.742 -0.0223 -0.1168 -0.3098 0.0905
H 4.224 -1.069 -4.999 -0.2618 -0.0178 -0.0490 0.0713
H 3.873 -0.643 -3.317 0.8104 0.4609 0.2731 0.0639
C -2.626 3.123 -0.873 0.0342 -0.9527 -0.5070 -0.0824
O -1.428 2.471 -0.504 0.9057 0.6736 1.0317 -0.1804
C -1.505 1.801 0.737 1.3369 -0.9412 1.0487 -0.1714
C -0.073 1.444 1.336 -2.7829 1.7448 -0.3971 -0.2083
O 0.540 0.413 0.690 2.1734 -0.2321 -1.3648 -0.1023
C 1.383 0.876 -0.383 0.7917 -0.9212 -0.4502 -0.1288
C 2.473 -0.209 -0.759 -1.8449 0.2398 0.1000 -0.1771
O 2.901 -0.838 0.418 0.1153 -1.2335 -0.2480 -0.1971
C 3.744 -1.999 0.278 0.6767 1.0550 0.1157 -0.0754
H -3.152 2.344 -1.424 -0.6694 0.5186 -0.4642 0.0706
H -2.388 3.987 -1.493 -0.0637 -0.1545 -0.1085 0.0887
H -3.260 3.428 -0.041 0.1873 0.0785 0.3676 0.0779
H -2.070 0.875 0.633 -0.2048 -0.1369 -0.0277 0.0994
H -1.951 2.379 1.546 -0.4707 0.4496 -0.2088 0.1066
H -0.187 1.184 2.389 -0.2814 -0.1033 0.0066 0.1080
H 0.415 2.418 1.291 0.7983 -0.0723 0.0033 0.1054
H 1.931 1.807 -0.242 -0.1619 0.1975 1.1951 0.1043
H 0.746 1.134 -1.229 -0.0165 -0.4126 -0.4049 0.1059
H 3.290 0.236 -1.327 0.2538 0.3160 0.1103 0.1000
H 1.974 -0.892 -1.446 0.0172 -0.6132 -0.0248 0.1028
H 3.411 -2.957 -0.123 -1.3608 0.1516 -0.0027 0.0746
H 4.116 -2.173 1.287 0.1258 -0.0847 -0.1111 0.0759
H 4.580 -1.793 -0.391 0.3708 0.4490 0.0795 0.0770
C 3.531 -5.831 0.374 0.3596 0.0651 -0.3161 -0.1142
O 3.715 -7.212 0.240 -1.5708 -0.5428 0.0472 -0.1690
C 5.029 -7.556 0.483 1.1944 -2.0026 0.3057 -0.2111
C 5.206 -9.130 0.394 -1.3045 0.7831 -1.0501 -0.1799
O 4.598 -9.946 1.368 0.6163 -0.2627 1.4592 -0.1543
C 5.477 -10.299 2.479 -1.4408 0.8041 -0.2585 -0.1374
C 4.667 -11.116 3.550 1.2735 0.8514 -1.2383 -0.1883
O 5.644 -11.624 4.453 -1.0587 -0.3115 -1.0229 -0.1940
C 5.083 -12.541 5.373 0.3881 0.3265 -0.2083 -0.1143
H 3.730 -5.532 1.404 0.3197 0.3229 0.0886 0.0889
H 2.526 -5.485 0.131 -0.1615 -0.5777 -0.1522 0.0779
H 4.223 -5.400 -0.349 0.1447 0.8382 0.2242 0.0832
H 5.375 -7.146 1.431 0.0792 -0.0179 0.2857 0.1102
H 5.680 -7.144 -0.288 0.2475 0.1645 -0.1819 0.1203
H 6.215 -9.442 0.125 0.4477 0.2421 0.6055 0.1194
H 4.640 -9.414 -0.493 -0.1042 0.2723 -0.3250 0.1195
H 5.870 -9.360 2.869 0.1708 -0.0714 0.3809 0.1181
H 6.300 -10.883 2.068 0.0537 -0.2974 0.2955 0.1211
H 4.121 -11.836 2.940 0.1680 -0.8142 0.2679 0.1193
H 3.892 -10.579 4.097 0.1276 0.5974 -0.0287 0.1225
H 4.423 -12.009 6.058 0.3530 0.0632 0.6406 0.0841
H 5.985 -12.999 5.779 -0.5589 -0.1676 0.7174 0.0929
H 4.425 -13.295 4.942 0.2532 -0.2296 -0.5731 0.0821
C 9.284 -1.552 3.889 -2.2218 0.7108 -0.1458 -0.0510
O 7.832 -1.238 3.748 1.6345 -0.2626 0.6890 -0.2110
C 7.494 0.022 4.328 -0.6188 0.0825 -0.9887 -0.2150
C 5.974 0.227 4.252 1.7507 0.7296 -0.0435 -0.1668
O 5.742 0.856 2.975 -0.5743 -0.7851 1.2457 -0.1227
C 4.423 0.674 2.523 -0.9822 -0.8570 0.2436 -0.1889
C 3.299 1.429 3.279 0.2005 0.7038 -0.4260 -0.1588
O 2.941 0.949 4.575 -0.2756 -0.5140 0.8914 -0.1863
C 1.605 0.395 4.707 0.9145 -0.4790 -1.3235 -0.0653
H 9.519 -2.209 3.051 0.1086 -0.1032 0.3154 0.0651
H 9.424 -1.997 4.875 0.2267 -0.2322 -0.1455 0.0837
H 9.870 -0.635 3.824 0.0407 0.0462 -0.1099 0.0785
H 7.918 0.779 3.669 0.2170 0.3954 0.2007 0.1213
H 7.844 0.203 5.345 0.2414 -0.5238 0.2057 0.1198
H 5.693 0.903 5.060 -0.2761 0.0846 0.0072 0.1206
H 5.505 -0.738 4.444 -0.4539 -0.0236 -0.5893 0.1296
H 4.129 -0.373 2.602 0.2583 -0.4130 -0.0647 0.1002
H 4.492 0.881 1.455 -0.5807 0.4339 0.0954 0.1272
H 2.375 1.514 2.706 0.1651 -0.2240 -0.5499 0.1024
H 3.687 2.445 3.360 -0.1573 0.3047 0.4922 0.1222
H 1.572 -0.560 4.183 -0.0729 -0.0376 -0.6545 0.0652
H 0.874 1.067 4.257 -0.0996 0.0623 0.2456 0.0712
H 1.298 0.050 5.694 0.6583 0.9854 0.4984 0.0849
C 12.217 -7.277 -0.844 -0.1614 -0.1932 0.9195 -0.1055
O 11.643 -5.979 -0.496 0.6221 -1.8810 -0.9619 -0.1672
C 11.221 -5.399 -1.719 -0.5597 1.9088 1.1144 -0.2152
C 10.439 -4.051 -1.478 -0.7867 -2.8177 -0.1704 -0.1180
O 9.076 -4.354 -1.006 2.8708 0.0211 -1.3948 -0.1357
C 8.587 -3.383 -0.173 -3.1165 -0.6527 0.8281 -0.2155
C 7.071 -3.833 0.021 1.3332 0.1856 1.5516 -0.1232
O 6.991 -4.911 1.026 -0.7387 1.1730 -0.9284 -0.2004
C 6.737 -4.371 2.318 0.8352 -0.2865 0.2371 -0.1098
H 13.018 -7.273 -1.583 0.2256 0.7289 0.0192 0.0815
H 11.528 -8.026 -1.234 -0.8665 0.4882 -0.2307 0.0795
H 12.582 -7.796 0.043 0.2006 0.6395 0.2925 0.0819
H 10.632 -6.131 -2.271 -0.1088 0.2493 -0.3143 0.1235
H 12.103 -5.047 -2.253 0.2159 -0.4042 -0.5285 0.1163
H 10.377 -3.630 -2.482 -0.1153 0.5487 0.0979 0.1156
H 11.013 -3.434 -0.787 -0.2106 0.1049 0.0799 0.1242
H 8.587 -2.368 -0.571 0.2370 0.1814 -0.2781 0.1204
H 9.065 -3.412 0.806 0.1895 0.1917 0.1857 0.1137
H 6.643 -4.137 -0.935 0.2148 -0.4136 0.1064 0.1204
H 6.490 -2.982 0.379 -0.0736 0.0880 0.1156 0.0896
H 5.880 -3.702 2.397 -0.1055 0.1313 -0.3926 0.0760
H 7.629 -3.855 2.673 -0.0176 0.4396 0.0366 0.0659
H 6.588 -5.161 3.054 -0.1173 -0.4030 -0.3721 0.0858
C -1.856 7.936 4.973 0.0787 0.5068 0.4738 -0.1122
O -2.871 7.125 4.448 -0.8768 0.8145 -0.7943 -0.1837
C -2.802 5.749 4.603 0.5457 -0.7450 -0.0680 -0.1921
C -3.951 4.987 3.898 -0.0155 0.8873 -0.2325 -0.2071
O -3.779 3.625 4.117 -0.8871 -1.8792 0.2778 -0.1268
C -4.831 2.817 3.500 0.3971 0.2467 0.4659 -0.1552
C -4.739 1.317 3.741 0.8346 2.0531 -0.1165 -0.2020
O -3.590 0.890 3.038 -0.8007 -0.9665 1.0841 -0.1733
C -3.367 -0.488 3.306 0.2090 -0.1243 -1.2057 -0.1053
H -0.837 7.788 4.618 -0.0653 -0.3062 -0.8570 0.0795
H -1.701 7.888 6.051 -0.6143 -0.3939 0.4449 0.0831
H -2.192 8.951 4.762 0.2981 0.0062 -0.1045 0.0903
H -2.823 5.533 5.672 -0.0664 -0.4685 0.1761 0.1311
H -1.846 5.416 4.200 0.1296 -0.4281 0.0381 0.1014
H -4.028 5.111 2.818 0.5761 0.6501 -0.3835 0.1141
H -4.906 5.380 4.250 -0.2902 -0.1164 0.5008 0.1239
H -4.793 2.949 2.418 -0.0663 0.3240 -0.2114 0.1159
H -5.817 3.087 3.879 -0.0871 0.6091 0.0274 0.1260
H -5.681 0.903 3.380 0.0749 -0.4172 -0.2153 0.1063
H -4.681 1.153 4.817 0.2582 -0.3574 0.1759 0.1330
H -3.350 -0.785 4.355 0.4550 0.5606 0.2912 0.0825
H -2.449 -0.693 2.755 0.1873 -0.4725 0.4622 0.0914
H -4.154 -1.111 2.881 -0.2157 0.0515 -0.2260 0.0686
C -2.013 -7.616 -3.610 -0.5169 0.0064 -0.6258 -0.0928
O -3.233 -7.057 -4.094 -0.0765 1.2853 -0.5067 -0.1958
C -3.503 -5.647 -3.903 1.9103 -0.1207 0.5757 -0.1419
C -2.413 -4.602 -4.389 -0.9363 -1.0996 -1.7553 -0.2163
O -1.163 -4.689 -3.790 0.7966 -0.0392 1.3505 -0.1813
C -0.204 -3.662 -4.147 0.6456 -1.4806 1.0862 -0.1090
C 1.159 -3.908 -3.342 -1.4508 0.1379 -0.5287 -0.1769
O 2.070 -4.863 -3.884 -1.0698 -0.9500 0.3585 -0.1893
C 1.578 -6.263 -3.825 0.7140 1.1880 -0.3459 -0.0553
H -1.963 -7.568 -2.522 0.1066 -0.0969 0.0932 0.0919
H -1.110 -7.198 -4.055 -0.1865 0.4248 0.1120 0.0521
H -2.065 -8.636 -3.992 0.0354 -0.1840 0.5033 0.0887
H -3.647 -5.466 -2.838 0.0102 -0.0323 0.3348 0.0990
H -4.464 -5.439 -4.374 0.2457 -0.0450 -0.3060 0.1217
H -2.884 -3.619 -4.395 0.0108 0.4703 0.7474 0.1103
H -2.217 -4.743 -5.452 -0.3789 -0.3687 -0.5432 0.1217
H -0.675 -2.721 -3.866 0.4162 0.3518 -0.2315 0.1013
H 0.055 -3.720 -5.204 -0.2687 0.2424 -0.1847 0.1204
H 0.919 -4.130 -2.302 -0.2347 -0.4059 0.1596 0.1131
H 1.639 -2.931 -3.285 0.4169 -0.0939 -0.4375 0.0850
H 2.415 -6.917 -4.072 0.1549 0.3280 -0.1479 0.0829
H 0.798 -6.411 -4.572 -0.0861 0.0718 0.1645 0.0676
H 1.251 -6.579 -2.835 -0.2530 0.4428 0.1375 0.0875